This record from OMol25 describes a cluster of 6 separate species, H11O6 in total. The level of theory is wB97M-V/def2-TZVPD.

Computed properties:
Spin multiplicity ... 1
Energy above the lowest of the compared OMol25 structures with the same formula, charge and spin ... 17.5 kcal per mole
Energy ... -458.0913 Eh
HOMO-LUMO gap ... 8.63 eV
Charge ... -1

Each line ends with the natural charge from an NBO analysis.
Cartesian coordinates (Å):
O  0.4935  1.6657  -0.0188  -1.253
H  1.3363  2.0278  0.3041  0.415
O  0.6117  1.7651  -2.5650  -1.051
H  -0.2388  2.1546  -2.7699  0.446
H  0.7017  1.7632  -1.5320  0.503
O  -1.9954  3.3782  -0.9003  -0.972
H  -1.1135  3.6111  -0.5768  0.490
H  -1.9448  2.4211  -0.7979  0.481
O  -1.3231  -4.2635  2.6428  -0.986
H  -1.8680  -4.8357  2.1058  0.457
H  -0.9231  -3.5674  2.0933  0.509
O  -0.2144  -2.2765  0.9799  -0.987
H  0.6866  -1.9566  0.8449  0.515
H  -0.7940  -1.5240  0.8399  0.488
O  2.1535  -0.5426  -0.1304  -1.023
H  2.9210  -0.0457  -0.4375  0.456
H  1.5109  0.2252  -0.0822  0.512

Cartesian forces (eV/Å) of the 6 atoms listed first:
0.901 -0.079 0.169
-0.564 0.176 0.123
0.575 -0.058 -0.101
-0.096 0.118 0.221
-0.747 -0.058 -0.420
0.110 0.014 0.048